Here is the molecule C6H10BNO2 at a distorted geometry from the Open Molecules 2025 dataset. Energies are from the ωB97M-V functional and the def2-TZVPD basis.

Cartesian coordinates (Å):
O  1.886370  -1.578289  -0.665223
O  2.044626  0.647767  -1.345608
N  -2.771790  -0.338317  -0.726542
C  1.997391  0.273802  1.210243
C  -0.815234  1.010913  -0.612375
C  -0.069638  -0.176920  -0.257829
C  -0.817601  -1.277270  0.099206
C  -2.114979  -1.413235  -0.310651
C  -2.182500  0.920707  -0.744877
B  1.537299  -0.288489  -0.370575
H  2.786158  0.170663  -1.740134
H  2.879144  -1.636493  -0.779760
H  1.473095  -0.385065  1.972930
H  -3.805621  -0.460582  -1.011816
H  3.045738  0.336101  1.215053
H  -0.340855  1.874037  -0.656091
H  1.423229  1.063071  1.456614
H  -0.246649  -2.187734  0.343778
H  -2.608926  -2.354200  -0.093016
H  -2.764632  1.646811  -1.276635

Forces on the atoms, in the same order (eV/Å):
2.827 -2.027 0.328
0.486 -0.021 0.977
-4.409 0.710 -1.526
-1.638 -3.293 1.447
-2.343 -4.686 1.020
-0.776 2.584 0.530
0.439 -2.463 -1.108
1.645 -1.884 2.174
1.367 0.014 -1.135
-0.779 1.515 -1.869
-0.122 0.458 -0.498
-1.699 -0.299 0.087
1.420 -0.345 -1.080
2.661 0.566 0.745
1.254 0.149 0.136
1.946 4.031 -0.618
-1.060 3.720 0.011
-0.620 0.385 0.314
-0.398 0.287 -0.341
-0.202 0.598 0.405

LUMO energy (spin up / spin down), eV: 0.55 / -2.32
Multiplicity: 3
Energy relative to the best compared isomer or geometry (same formula, charge and spin), kcal per mole: 1.6
Charge: 0
Total energy, Eh: -464.61468

These are the Löwdin partial charges, in e, on atoms 1 to 8: 0.123, 0.120, -0.012, 0.117, -0.003, -0.101, -0.065, -0.142



Here is a structure of composition C6H10Br2CuF3NO3S from the Open Molecules 2025 dataset. Energies are from the ωB97M-V functional and the def2-TZVPD basis.

Cartesian coordinates (Å):
Br  1.261378  0.701430  1.807696
Br  -2.217203  3.143801  0.128187
Cu  2.427223  -1.277678  0.511339
S  -1.303499  -0.308147  -0.873015
F  -1.044849  3.306607  2.514869
F  1.167012  3.357671  1.605016
F  -1.474784  1.252369  1.875691
O  -2.658692  -0.339197  -1.315557
O  -0.677685  0.913241  -1.756184
O  -0.623607  -1.620844  -1.641629
N  -0.455373  -2.738892  1.366707
C  0.373860  -2.291715  -0.908501
C  0.499809  2.357450  0.977264
C  0.813286  2.466617  -0.503266
C  -1.019854  2.461358  1.458477
C  -0.090199  -3.327778  0.077260
C  0.667615  1.269696  -1.422792
H  1.028351  -2.759785  -1.634026
H  0.966632  -1.538395  -0.307168
H  -0.816526  -1.799821  1.257958
H  0.762450  -3.986913  0.238620
H  0.275669  3.303353  -0.928876
H  1.142842  1.529374  -2.359511
H  1.867055  2.727271  -0.543619
H  -1.202262  -3.265809  1.792553
H  -0.865006  -3.937386  -0.375382
H  1.196356  0.402120  -1.042112

Forces on the atoms, in the same order (eV/Å):
0.396 -0.380 0.110
-0.010 -0.005 0.052
-0.100 0.535 0.578
-0.461 0.024 -0.656
-0.011 -0.790 -0.495
-0.198 -0.288 -0.311
0.126 0.606 -0.201
-0.172 0.010 0.268
0.208 -0.306 0.289
0.239 0.564 0.354
0.128 0.221 -0.245
0.186 -0.549 -0.208
-0.158 0.638 0.048
0.333 -0.565 -0.069
-0.040 0.168 0.726
0.106 -0.026 0.343
-0.262 0.132 -0.205
0.137 0.044 -0.241
-0.389 0.009 -0.343
-0.143 0.076 -0.031
0.102 -0.218 0.020
-0.229 0.246 0.108
0.060 0.039 -0.238
0.233 0.112 0.083
0.012 -0.171 0.304
-0.275 0.007 -0.186
0.183 -0.134 0.148

LUMO energy, eV: -5.85
Charge: +1
Total energy, Eh: -8001.03460

These are the Löwdin partial charges, in e, on atoms 1 to 8: 0.967, 0.969, 0.493, 0.899, 0.057, 0.027, -0.032, -0.316



Here is a structure of composition C6H10BrNO at a distorted geometry from the Open Molecules 2025 dataset. Energies are from the ωB97M-V functional and the def2-TZVPD basis.

Cartesian coordinates (Å):
Br  1.323535  0.395439  -2.082074
O  -0.809031  -0.727716  1.141290
N  0.438528  -0.638278  1.640313
C  -2.031908  0.896396  -0.067693
C  0.345527  0.676491  -0.471216
C  2.770771  0.166897  1.174030
C  -0.913326  -0.141251  -0.198005
C  1.317407  -0.062284  0.988345
C  -1.056519  -1.324736  -1.230306
H  -2.127650  -1.441341  -1.222068
H  2.738045  1.174232  1.622940
H  -2.988505  0.315536  0.029511
H  -0.712669  -1.264032  -2.219983
H  0.118512  1.657943  -0.250610
H  -1.996825  1.529263  -0.824959
H  3.048299  -0.539955  1.858610
H  -0.589797  -2.191614  -0.831800
H  -2.008763  1.433481  0.898854
H  3.134368  0.085529  0.044821

Forces on the atoms, in the same order (eV/Å):
0.118 0.380 0.112
1.645 0.025 -0.717
-8.024 -5.119 8.323
-1.672 -4.449 4.018
2.105 -3.174 3.752
-2.889 1.423 -3.735
1.403 0.372 -1.863
4.841 5.765 -10.319
-1.871 1.034 2.231
-0.477 -0.805 -0.380
1.233 -0.024 -0.261
0.468 0.774 -0.570
0.401 0.960 -1.161
0.173 2.329 -0.273
-0.289 2.789 -3.535
1.644 -1.823 1.506
0.315 -0.760 0.635
0.606 -0.164 -0.481
0.272 0.467 2.718

LUMO energy (spin up / spin down), eV: 0.73 / -2.19
Multiplicity: 3
Energy relative to the best compared isomer or geometry (same formula, charge and spin), kcal per mole: 50.1
Charge: 0
Total energy, Eh: -2938.31480

These are the Löwdin partial charges, in e, on atoms 1 to 8: 0.769, -0.003, 0.029, -0.008, -0.537, -0.060, -0.537, -0.295